# 1
Below is C50H49BrGaN3O3P2 as an isolated structure, with properties calculated with ωB97M-V/def2-TZVPD.

XYZ file:
```
109
Properties=species:S:1:pos:R:3
Ga -0.0855 -0.0840 0.2327
N -0.4658 0.3541 2.2432
C 0.3329 1.3321 3.0303
C 0.1293 2.7464 2.4778
N 0.2468 2.7624 1.0270
C 1.5341 3.1712 0.4927
C 2.5375 2.0498 0.6927
N 2.0313 0.7506 0.1779
H -1.4196 0.7093 2.1679
H -0.5551 -0.5166 2.7570
H 1.3747 1.0194 3.0019
H 0.0038 1.3116 4.0683
H 0.8369 3.4252 2.9637
H -0.8755 3.0788 2.7474
H -0.4996 3.2941 0.6064
H 1.9233 4.0784 0.9647
H 1.4128 3.3761 -0.5729
H 2.7532 1.9261 1.7520
H 3.4759 2.3099 0.2032
H 2.6558 0.0291 0.5136
H 2.0936 0.7463 -0.8372
C -2.3567 -7.5491 0.6490
C -2.0480 -6.2975 -0.1822
C -2.2505 -6.6131 -1.6786
C -2.9755 -5.1456 0.1974
C -4.3210 -5.3218 0.5014
C -5.1595 -4.2461 0.7683
C -4.6621 -2.9550 0.7469
C -3.3171 -2.7468 0.4629
P -2.6257 -1.0658 0.2980
C -3.4299 -0.5981 -1.2649
C -4.6722 0.0195 -1.3437
C -5.2502 0.2501 -2.5855
C -4.5954 -0.1359 -3.7457
C -3.3601 -0.7685 -3.6700
C -2.7771 -0.9987 -2.4332
C -3.4075 -0.1182 1.6332
C -3.5777 -0.7230 2.8826
C -4.0023 0.0306 3.9683
C -4.2548 1.3912 3.8178
C -4.0795 1.9970 2.5817
C -3.6513 1.2489 1.4904
C -2.5145 -3.8379 0.1809
O -1.2173 -3.5251 -0.1479
C -0.2717 -4.5013 -0.0005
C 1.0310 -4.0391 0.1061
C 2.0664 -4.9619 0.2214
C 1.7744 -6.3139 0.2425
C 0.4570 -6.7437 0.1439
C -0.6006 -5.8500 0.0201
P 1.4056 -2.2530 -0.0008
C 2.6722 -2.1181 1.3123
C 2.1681 -1.9744 2.6093
C 3.0210 -1.9285 3.7008
C 4.3959 -2.0200 3.5052
C 4.9044 -2.1823 2.2260
C 4.0492 -2.2374 1.1301
C 2.1780 -2.1015 -1.6399
C 1.5275 -2.7616 -2.6846
C 2.0220 -2.6833 -3.9769
C 3.1707 -1.9472 -4.2409
C 3.8099 -1.2730 -3.2123
C 3.3134 -1.3429 -1.9167
H -3.3824 -7.8809 0.4887
H -2.2135 -7.3595 1.7145
H -1.7182 -8.3820 0.3536
H -3.2821 -6.9219 -1.8657
H -1.5840 -7.4222 -1.9877
H -2.0381 -5.7363 -2.2956
H -4.7398 -6.3199 0.5138
H -6.2053 -4.4211 0.9893
H -5.3142 -2.1140 0.9540
H -5.2018 0.3128 -0.4455
H -6.2182 0.7336 -2.6440
H -5.0500 0.0485 -4.7116
H -2.8500 -1.0799 -4.5748
H -1.8153 -1.4990 -2.3706
H -3.3954 -1.7858 3.0010
H -4.1486 -0.4452 4.9309
H -4.5958 1.9767 4.6637
H -4.2857 3.0546 2.4606
H -3.4912 1.7296 0.5304
H 3.0939 -4.6277 0.2998
H 2.5724 -7.0398 0.3372
H 0.2557 -7.8079 0.1509
H 1.0927 -1.9554 2.7568
H 2.6204 -1.8363 4.7033
H 5.0669 -1.9796 4.3550
H 5.9733 -2.2837 2.0781
H 4.4634 -2.3909 0.1421
H 0.6331 -3.3448 -2.4906
H 1.5116 -3.2038 -4.7781
H 3.5701 -1.9056 -5.2472
H 4.7001 -0.6900 -3.4145
H 3.8299 -0.7983 -1.1360
Br -3.0909 3.6098 -1.7410
C -2.0540 2.8758 -3.1451
C -2.2826 3.4408 -4.3894
C -1.5586 3.0233 -5.4962
C -0.5927 2.0364 -5.3696
C -0.3703 1.4638 -4.1334
C -1.0929 1.8597 -2.9996
C -0.7774 1.1281 -1.7488
O -1.3436 1.3249 -0.6361
O 0.1451 0.2278 -1.7486
H -3.0298 4.2172 -4.4888
H -1.7511 3.4803 -6.4597
H -0.0213 1.7148 -6.2322
H 0.3659 0.6785 -4.0198
```

Results
Molecular weight = 951.535 g/mol
E_HOMO = -13.02 eV
ΔE to the lowest compared entry with this formula, charge and spin = 0.5425 eV
Total energy = -204245.734 eV
Total charge = +2
E_LUMO = -4.70 eV

Atom charges from the Mulliken analysis, given in e for atoms 1 to 4: 3.353, 0.183, -0.408, -1.088

***

# 2
Below is C50H49CrN5P2S2Si2 as an isolated structure at a distorted geometry, with properties calculated with ωB97M-V/def2-TZVPD.

XYZ file:
```
111
Properties=species:S:1:pos:R:3
Cr -0.4947 0.0657 -0.1344
S -0.5695 -0.2195 2.2938
C 0.8548 -1.1435 2.1175
S 1.4256 -1.2703 0.4875
C 1.5339 -1.7383 3.1754
C 1.1135 -1.5522 4.5300
N 0.7875 -1.3930 5.6259
C 2.7188 -2.5084 2.9523
N 3.6725 -3.1365 2.7828
C 2.6457 1.3253 -1.6626
Si 1.3707 2.6208 -1.2245
C 0.1774 3.0632 -2.6118
C 2.4290 4.1935 -1.1831
C 0.4411 2.2485 0.3594
C -0.9627 2.6258 0.2740
C -1.5738 3.8296 0.6930
C -2.8754 4.0913 0.3426
C -3.5994 3.1594 -0.4081
C -2.9965 1.9609 -0.6982
N -1.7436 1.6853 -0.3161
Si 1.3127 2.8072 1.9194
C 0.2472 2.8728 3.4718
C 1.9102 4.6171 1.9560
C 2.8631 1.7981 2.1912
H 3.3140 1.6882 -2.4529
H 2.1900 0.3914 -1.9891
H 3.2580 1.0958 -0.7839
H 0.6555 2.9086 -3.5856
H -0.0886 4.1229 -2.5266
H -0.7354 2.4727 -2.6019
H 2.7603 4.3899 -2.2098
H 3.3222 4.0829 -0.5635
H 1.8719 5.0665 -0.8340
H -0.9815 4.5549 1.2340
H -3.3321 5.0341 0.6231
H -4.6107 3.3524 -0.7378
H -3.5137 1.1830 -1.2425
H -0.3888 3.7647 3.4491
H 0.9141 2.9628 4.3354
H -0.3864 2.0055 3.6314
H 1.1036 5.3251 1.7360
H 2.7321 4.8354 1.2795
H 2.2530 4.8203 2.9775
H 2.7228 0.7530 1.9079
H 3.1668 1.8279 3.2419
H 3.6884 2.1964 1.5906
C -1.5511 -3.0814 -2.8483
N -1.8609 -3.1135 -1.4492
P -1.9857 -2.0104 -0.3201
C -2.2772 -3.1306 1.1652
C -2.2162 -4.5038 0.9358
C -2.4664 -5.4166 1.9549
C -2.7760 -4.9743 3.2332
C -2.8480 -3.6090 3.4754
C -2.6105 -2.7021 2.4506
C -3.7462 -1.3477 -0.3080
C -4.2497 -0.4779 0.6597
C -5.5843 -0.0994 0.6566
C -6.4399 -0.5715 -0.3336
C -5.9453 -1.4159 -1.3195
C -4.6084 -1.8048 -1.3002
P 1.7200 -3.1616 -1.6582
C 1.8762 -4.6223 -0.5598
C 2.7028 -5.6937 -0.9197
C 2.7281 -6.8596 -0.1698
C 1.9280 -6.9776 0.9628
C 1.1059 -5.9243 1.3316
C 1.0747 -4.7604 0.5724
C 3.4636 -2.7076 -1.8707
C 4.4705 -2.9307 -0.9214
C 5.7642 -2.4807 -1.1428
C 6.0811 -1.7793 -2.3016
C 5.0885 -1.5284 -3.2421
C 3.7983 -1.9905 -3.0281
H -2.4644 -3.0491 -3.4729
H -1.0252 -4.0017 -3.1298
H -0.9165 -2.2538 -3.1665
H -1.9585 -4.8288 -0.0650
H -2.4116 -6.4794 1.7454
H -2.9506 -5.6835 4.0346
H -3.0842 -3.2418 4.4672
H -2.6757 -1.6504 2.6769
H -3.5841 -0.0750 1.4169
H -5.9577 0.5713 1.4223
H -7.4857 -0.2860 -0.3307
H -6.6034 -1.7771 -2.1022
H -4.2108 -2.4864 -2.0445
H 3.3323 -5.6044 -1.7982
H 3.3723 -7.6789 -0.4681
H 1.9488 -7.8879 1.5507
H 0.4831 -5.9969 2.2151
H 0.4207 -3.9480 0.8672
H 4.2281 -3.4312 0.0093
H 6.5278 -2.6689 -0.3973
H 7.0896 -1.4171 -2.4635
H 5.3191 -0.9636 -4.1384
H 3.0247 -1.8045 -3.7679
N 0.5486 0.0252 -10.1161
C 0.4312 -0.0086 -8.9719
C 0.2837 -0.0434 -7.5344
C 1.3506 0.3147 -6.7125
C 1.1985 0.3081 -5.3390
C -0.0229 -0.0515 -4.7535
C -1.0812 -0.4266 -5.5915
C -0.9313 -0.4211 -6.9648
C -0.1808 -0.0331 -3.3385
C -0.2979 -0.0371 -2.1276
H 2.2960 0.5947 -7.1590
H 2.0206 0.5899 -4.6928
H -2.0171 -0.7263 -5.1395
H -1.7511 -0.7128 -7.6084
```

Results
Spin multiplicity = 5
<S²> = 6.111
Molecular weight = 954.227 g/mol
E_HOMO (spin up / spin down) = -1.86 / -2.17 eV
ΔE to the lowest compared entry with this formula, charge and spin = 1.0081 eV
Total energy = -144523.049 eV
Total charge = -2
E_LUMO (spin up / spin down) = 3.96 / 3.78 eV

Atom charges from the Mulliken analysis, given in e for atoms 1 to 4: -0.685, -0.834, 1.339, 0.073

***

# 3
Below is C50H49InN5O2P2S as an isolated structure, with properties calculated with ωB97M-V/def2-TZVPD.

XYZ file:
```
110
Properties=species:S:1:pos:R:3
In 0.2239 -0.5730 -0.4946
C 1.3244 1.8727 3.6992
C 1.0216 1.5533 2.2593
N 1.1648 0.4014 1.7091
N 1.6561 -0.5835 2.5298
C 1.9913 -1.8014 2.1082
N 2.5850 -2.6054 2.9851
S 1.6904 -2.3945 0.5524
C 0.6330 2.7013 1.4105
C 0.1385 3.8685 1.9750
C 0.0453 5.0072 1.1884
C 0.4880 4.9403 -0.1168
C 0.9067 3.7090 -0.6097
N 0.9409 2.5971 0.1144
H 2.0590 1.2224 4.1672
H 1.7050 2.8864 3.7817
H 0.4049 1.8170 4.2904
H 1.8815 -0.3386 3.4809
H 2.8935 -2.2976 3.8948
H 2.8536 -3.5328 2.6950
H -0.1585 3.9048 3.0145
H -0.3320 5.9308 1.6069
H 0.5111 5.8140 -0.7528
H 1.2548 3.6262 -1.6268
C -1.9110 -3.2724 -7.1369
C -1.1391 -3.5838 -5.8435
C -0.5806 -5.0186 -5.8963
C -2.0776 -3.4554 -4.6527
C -3.2745 -4.1618 -4.6205
C -4.1578 -4.0668 -3.5566
C -3.8578 -3.2398 -2.4926
C -2.6626 -2.5180 -2.4935
P -2.3033 -1.5333 -1.0106
C -3.6024 -0.2848 -0.8463
C -4.6419 -0.1914 -1.7714
C -5.6862 0.6943 -1.5448
C -5.6891 1.5043 -0.4199
C -4.6316 1.4465 0.4804
C -3.5877 0.5623 0.2661
C -2.6146 -2.8310 0.2211
C -1.8207 -3.9754 0.1617
C -2.1110 -5.0650 0.9662
C -3.2007 -5.0185 1.8298
C -3.9882 -3.8776 1.8937
C -3.6939 -2.7776 1.0973
C -1.7789 -2.6603 -3.5527
O -0.5906 -1.9882 -3.4171
C 0.2410 -1.9210 -4.5079
C 1.3280 -1.0753 -4.3516
C 2.1976 -0.8528 -5.4164
C 1.9845 -1.5200 -6.6081
C 0.9209 -2.4007 -6.7252
C 0.0167 -2.6119 -5.6885
P 1.5839 -0.2099 -2.7905
C 3.3069 -0.3830 -2.3115
C 3.7583 0.3783 -1.2286
C 5.0784 0.2879 -0.8266
C 5.9455 -0.5871 -1.4724
C 5.4868 -1.3790 -2.5149
C 4.1674 -1.2862 -2.9347
C 1.1417 1.4786 -3.2648
C 2.0148 2.2495 -4.0340
C 1.6048 3.4870 -4.5041
C 0.3248 3.9532 -4.2251
C -0.5490 3.1840 -3.4694
C -0.1374 1.9497 -2.9866
H -2.7562 -3.9474 -7.2604
H -1.2729 -3.3972 -8.0105
H -2.2875 -2.2486 -7.1289
H -1.3901 -5.7382 -6.0207
H -0.0429 -5.2606 -4.9780
H 0.1052 -5.1326 -6.7364
H -3.5230 -4.8142 -5.4472
H -5.0756 -4.6386 -3.5543
H -4.5438 -3.1545 -1.6596
H -4.6496 -0.8048 -2.6613
H -6.5024 0.7481 -2.2530
H -6.5106 2.1870 -0.2475
H -4.6238 2.0942 1.3477
H -2.7607 0.5171 0.9615
H -0.9854 -4.0231 -0.5302
H -1.5045 -5.9597 0.9110
H -3.4439 -5.8766 2.4431
H -4.8476 -3.8477 2.5514
H -4.3164 -1.8922 1.1443
H 3.0324 -0.1725 -5.3189
H 2.6518 -1.3585 -7.4436
H 0.7878 -2.9349 -7.6567
H 3.0757 1.0424 -0.7050
H 5.4381 0.9001 -0.0099
H 6.9767 -0.6585 -1.1528
H 6.1572 -2.0698 -3.0080
H 3.8216 -1.9164 -3.7417
H 3.0178 1.8967 -4.2413
H 2.2825 4.0862 -5.0980
H 0.0047 4.9165 -4.5994
H -1.5475 3.5450 -3.2602
H -0.8358 1.3426 -2.4137
C -2.3904 0.2019 4.0686
N -1.9254 -1.1597 3.8453
C -2.1628 -2.1069 4.9303
C -1.2969 -1.5239 2.7398
O -1.0333 -0.7690 1.7856
H -3.4772 0.2141 4.1556
H -2.0882 0.8359 3.2399
H -1.9666 0.5860 4.9975
H -1.4642 -1.9393 5.7515
H -2.0527 -3.1273 4.5728
H -3.1731 -1.9737 5.3141
H -1.0155 -2.5840 2.7156
```

Results
Molecular weight = 960.808 g/mol
E_HOMO = -15.06 eV
Total energy = -98756.659 eV
Total charge = +3
E_LUMO = -8.84 eV

Atom charges from the Mulliken analysis, given in e for atoms 1 to 4: 1.242, -2.069, 0.630, 0.508

***

# 4
Below is C50H49N3OP2STeV as an isolated structure at a distorted geometry, with properties calculated with ωB97M-V/def2-TZVPD.

XYZ file:
```
108
Properties=species:S:1:pos:R:3
V -16.9583 -15.1403 4.0670
C -22.6447 -12.8109 1.2595
C -22.0400 -12.9415 2.6850
C -23.0233 -12.5080 3.7496
C -21.7550 -14.4469 2.8692
C -22.7727 -15.3782 2.9140
C -22.5166 -16.7628 2.8982
C -21.1920 -17.2257 2.9264
C -20.1471 -16.3101 2.6301
P -18.3609 -16.7262 2.7144
C -18.2180 -18.4190 3.3058
C -17.6131 -18.7849 4.5390
C -17.4785 -20.1252 4.9043
C -17.9136 -21.0721 3.9417
C -18.4121 -20.7722 2.7121
C -18.5504 -19.4556 2.3972
C -17.9518 -16.7984 0.9656
C -16.8085 -17.5088 0.5799
C -16.2595 -17.3316 -0.7059
C -16.9292 -16.5639 -1.6198
C -18.1539 -15.9280 -1.3232
C -18.5918 -15.9816 -0.0036
C -20.4422 -14.9337 2.6633
O -19.3605 -14.0356 2.3773
C -19.5302 -12.7564 2.6661
C -18.3197 -12.1016 2.7864
C -18.3986 -10.7503 3.0182
C -19.5850 -10.0565 3.1226
C -20.8185 -10.7482 3.0747
C -20.7440 -12.1161 2.7904
P -16.7312 -13.0184 2.9622
C -16.0943 -13.0618 1.2381
C -14.9770 -13.9137 1.0271
C -14.6669 -14.3245 -0.2451
C -15.2707 -13.7955 -1.3465
C -16.2734 -12.9106 -1.1791
C -16.6415 -12.5207 0.0772
C -15.6330 -11.9350 3.8539
C -14.7727 -11.0813 3.1129
C -14.3033 -9.9282 3.6782
C -14.6388 -9.5618 4.9851
C -15.3362 -10.4586 5.7942
C -15.8333 -11.6716 5.2051
H -23.5419 -13.4361 1.2563
H -21.9857 -13.3279 0.5888
H -22.8303 -11.8009 0.9848
H -23.9349 -13.1330 3.6652
H -23.2296 -11.3908 3.6385
H -22.5701 -12.6211 4.7441
H -23.7904 -15.1151 2.9382
H -23.3154 -17.4897 2.9047
H -20.9735 -18.2904 2.9918
H -17.2826 -17.9742 5.2127
H -17.1058 -20.4227 5.8566
H -17.7852 -22.1394 4.1786
H -18.4095 -21.5598 1.9600
H -18.9154 -19.2542 1.3959
H -16.2828 -18.2228 1.3026
H -15.2692 -17.7366 -0.9410
H -16.4182 -16.3674 -2.5458
H -18.7107 -15.3921 -2.0709
H -19.4510 -15.3872 0.2161
H -17.4813 -10.1619 2.9555
H -19.5929 -8.9875 3.2695
H -21.7889 -10.2839 3.1970
H -14.5085 -14.4023 1.8899
H -13.8934 -15.0907 -0.3788
H -15.0128 -14.2128 -2.2483
H -16.8144 -12.4557 -2.0077
H -17.4707 -11.8052 0.1848
H -14.6232 -11.3429 2.0566
H -13.7068 -9.2142 3.1071
H -14.3421 -8.6609 5.4315
H -15.6201 -10.2327 6.7817
H -16.4617 -12.4005 5.7401
N -15.3608 -15.6822 3.9879
C -14.0969 -16.2556 3.9202
C -13.6833 -17.0100 2.7739
C -12.4123 -17.5191 2.6731
C -11.4761 -17.1855 3.6922
C -11.8204 -16.3740 4.8127
C -13.1495 -15.9592 4.9142
H -14.4084 -17.0817 1.9730
H -12.0627 -18.1142 1.8105
H -10.4238 -17.4035 3.5382
H -10.9763 -16.1551 5.5039
H -13.4632 -15.3509 5.6960
Te -18.5139 -14.7681 5.9229
C -16.0043 -15.2413 8.5896
C -15.1862 -16.5056 8.7911
N -13.7692 -16.0914 8.9809
C -12.6182 -16.7511 8.7695
S -11.1936 -16.3913 9.6266
N -12.5555 -17.7930 7.9372
C -13.4824 -18.5347 7.1068
C -12.8358 -19.4908 6.1912
H -17.1133 -15.5176 8.5499
H -15.7554 -14.7493 7.6227
H -15.7696 -14.4450 9.3181
H -15.2418 -17.1664 7.9373
H -15.5619 -17.0378 9.6637
H -13.5364 -15.3482 9.6273
H -11.5540 -18.0619 7.8156
H -14.0789 -17.8786 6.4776
H -14.2543 -19.0943 7.6439
H -12.3810 -18.9724 5.3300
H -13.5523 -20.2587 5.8430
H -11.9641 -19.9894 6.6742
```

Results
Spin multiplicity = 2
<S²> = 0.894
Molecular weight = 980.521 g/mol
E_HOMO (spin up / spin down) = -7.04 / -7.22 eV
ΔE to the lowest compared entry with this formula, charge and spin = 1.4792 eV
Total energy = -121555.835 eV
Total charge = 0
E_LUMO (spin up / spin down) = -0.19 / 0.08 eV

Atom charges from the Mulliken analysis, given in e for atoms 1 to 4: -0.275, -1.579, 2.033, -1.714

***

- Look up the total charge of the second one.
  -2

***

- Look up the total charge of the first one.
  +2

***

- What is the total energy in the second record?
  -144523.049 eV